The following is a quantum chemistry calculation of 3 unconnected molecules or ions with the total composition C3H11BNO3 in a non-equilibrium geometry, from OMol25.

The geometry in ORCA input format:
```
! RIJCOSX wB97M-V def2-TZVPD def2/J DEFGRID3
* xyz 1 1
B 4.206 -0.097 0.130
C -0.006 2.040 -0.102
C -1.951 0.592 0.035
C -0.475 0.639 0.055
N 0.314 -0.363 0.126
O -0.911 -3.058 -0.081
O 5.434 -0.230 -0.159
O 3.033 -0.019 0.176
H -0.714 2.690 0.261
H 0.374 2.046 -1.177
H 0.870 2.163 0.402
H -2.368 1.074 -0.887
H -2.288 1.063 0.859
H -2.512 -0.396 -0.111
H -0.177 -1.246 0.042
H -0.254 -3.658 -0.397
H 1.411 -0.378 -0.030
H -0.963 -3.030 0.818
H 6.279 -0.634 -0.175
*
```

Properties
- HOMO: -15.58 eV
- E: -11593.59759 eV

For reference, the Löwdin charges in units of e are: B -0.511; C 0.021; C -0.001; C -0.316; N 0.250; O 0.013; O 0.338; O 0.175; H 0.073; H 0.158; H 0.059; H 0.132; H 0.060; H 0.126; H 0.082; H 0.058; H 0.141; H 0.004; H 0.136


The following is a quantum chemistry calculation of C7H12N2 in the gas phase in a non-equilibrium geometry, from OMol25.

The geometry in ORCA input format:
```
! RIJCOSX wB97M-V def2-TZVPD def2/J DEFGRID3
* xyz 0 1
C 1.332 0.249 2.805
C -0.342 0.602 1.267
C -0.402 0.600 -1.330
C -0.484 1.705 -2.361
C 0.277 -0.533 -1.558
C 0.367 -1.645 -0.576
C -0.658 -2.326 -0.119
H 2.063 1.101 2.896
H 0.667 0.353 3.715
H 1.990 -0.761 2.961
H -1.051 0.809 2.168
H -1.843 1.268 -0.045
H -1.474 2.179 -2.645
H -0.046 1.371 -3.274
H 0.016 2.481 -1.783
H 0.622 -0.875 -2.563
H 1.429 -2.121 -0.500
H -0.642 -3.261 0.477
H -1.620 -1.975 -0.431
N 0.822 0.218 1.475
N -0.914 0.856 -0.010
*
```

Properties
- HOMO: -8.14 eV
- E: -10431.07093 eV

For reference, the Löwdin charges in units of e are: C -0.185; C -0.249; C -0.328; C -0.046; C -0.081; C -0.236; C -0.027; H 0.074; H 0.071; H 0.113; H 0.152; H 0.127; H 0.093; H 0.062; H 0.081; H 0.122; H 0.130; H 0.068; H 0.054; N -0.042; N 0.047


The following is a quantum chemistry calculation of a molecular structure, C4H12N2S in a non-equilibrium geometry, from OMol25.

The geometry in ORCA input format:
```
! RIJCOSX wB97M-V def2-TZVPD def2/J DEFGRID3
* xyz 1 2
C 0.391 -0.667 1.137
N 1.411 0.331 1.066
C 2.427 0.297 0.052
N 1.789 0.675 -1.244
C -0.984 -0.064 1.432
C -1.664 0.571 0.203
S -1.693 -0.472 -1.243
H 0.381 -1.247 0.191
H 0.531 -1.465 1.888
H 1.628 0.791 1.939
H 2.877 -0.726 -0.102
H 3.263 0.948 0.357
H 2.263 0.112 -1.947
H 0.886 0.203 -1.189
H -1.626 -0.872 1.831
H -0.941 0.658 2.255
H -2.502 1.162 0.567
H -0.903 1.312 -0.104
H -2.859 -1.411 -0.197
*
```

Properties
- HOMO (spin up / spin down): -12.51 / -12.43 eV
- E: -18146.43705 eV

For reference, the Löwdin charges in units of e are: C -0.272; N -0.068; C -0.275; N 0.033; C -0.238; C -0.566; S 1.058; H 0.097; H 0.129; H 0.133; H 0.128; H 0.128; H 0.074; H -0.019; H 0.111; H 0.133; H 0.115; H 0.078; H 0.219


The following is a quantum chemistry calculation of C4H6 in the gas phase in a non-equilibrium geometry, from OMol25.

The geometry in ORCA input format:
```
! RIJCOSX wB97M-V def2-TZVPD def2/J DEFGRID3
* xyz 0 1
C 1.263 -0.455 0.024
C 0.235 0.659 -0.008
C -1.180 0.185 0.051
C -2.320 -0.198 0.012
H 1.174 -0.917 1.008
H 1.106 -1.194 -0.796
H 2.301 -0.052 -0.132
H 0.379 1.397 0.818
H 0.338 1.275 -0.908
H -3.296 -0.701 -0.068
*
```

Properties
- HOMO: -9.95 eV
- E: -4243.23501 eV

For reference, the Löwdin charges in units of e are: C -0.126; C -0.293; C -0.160; C 0.081; H 0.071; H 0.085; H 0.083; H 0.116; H 0.105; H 0.039